# 1
50
Properties=species:S:1:pos:R:3:forces:R:3:lowdin_charge:R:1 method="wB97M-V/def2-TZVPD" total_charge=+1 s_squared=0.759 energy_ev=-179286.1319 spin_multiplicity=2 orbital_gap_ev="6.74 / 7.22" e_homo_ev="-11.046 / -10.998"
Cr -0.564 0.320 -1.065 0.21 0.29 0.22 0.359
C 3.037 2.001 -1.095 0.13 0.00 -0.09 -0.492
C 2.873 0.632 -1.737 0.04 0.06 -0.06 -0.461
S 1.301 0.295 -2.570 -0.09 -0.20 0.05 0.920
C 0.993 1.725 -3.623 0.01 0.13 -0.08 -0.463
C 0.398 2.980 -2.977 0.11 0.02 -0.07 -0.435
S -0.798 2.677 -1.645 -0.34 -0.16 -0.14 0.890
C -0.291 3.883 -0.407 0.14 -0.01 0.10 -0.458
C 1.192 3.888 -0.022 -0.06 0.20 0.02 -0.501
S 1.900 2.262 0.286 -0.11 -0.15 0.09 0.949
H 2.920 2.800 -1.826 0.00 -0.03 -0.01 0.070
H 4.060 2.068 -0.723 -0.01 0.00 0.03 0.088
H 2.955 -0.166 -0.996 -0.02 0.01 0.02 0.090
H 3.660 0.467 -2.474 0.01 0.03 0.00 0.093
H 0.318 1.335 -4.383 -0.03 -0.02 0.03 0.074
H 1.930 1.972 -4.125 -0.02 0.05 -0.03 0.101
H -0.126 3.554 -3.740 0.04 -0.01 -0.04 0.095
H 1.179 3.618 -2.574 0.00 0.00 0.00 0.058
H -0.922 3.662 0.455 0.01 -0.07 0.00 0.091
H -0.592 4.864 -0.777 0.03 0.03 0.04 0.094
H 1.288 4.454 0.905 0.00 0.03 -0.01 0.084
H 1.800 4.418 -0.755 0.00 -0.04 -0.02 0.078
S -2.123 0.005 -2.860 0.13 -0.27 0.11 0.674
C -1.716 -1.608 -2.339 -0.14 0.11 -0.27 -1.048
N -0.884 -1.655 -1.340 0.26 -0.22 0.29 -0.128
C -0.562 -2.953 -0.941 -0.07 0.37 -0.08 -0.265
C 0.290 -3.331 0.090 0.04 -0.05 0.06 -0.001
C 0.464 -4.683 0.319 0.00 -0.01 -0.01 -0.061
C -0.198 -5.643 -0.453 0.01 0.02 0.01 -0.068
C -1.051 -5.269 -1.474 -0.01 0.02 0.00 -0.070
C -1.223 -3.909 -1.711 -0.06 -0.14 -0.06 -0.441
S -2.222 -3.138 -2.916 -0.13 -0.10 -0.17 1.123
H 0.781 -2.580 0.693 0.01 0.00 -0.02 0.108
H 1.123 -5.005 1.115 -0.01 0.00 0.00 0.111
H -0.043 -6.694 -0.250 0.00 0.01 0.01 0.112
H -1.571 -6.011 -2.065 0.02 0.02 -0.01 0.117
Br -2.057 -0.407 7.223 -0.01 -0.01 0.09 0.795
C -1.725 -0.247 5.380 -0.01 0.00 0.00 -0.683
C -0.438 -0.458 4.904 0.04 0.01 -0.11 -0.103
C -0.198 -0.339 3.546 0.05 -0.04 0.14 0.003
C -1.239 -0.007 2.686 0.02 -0.03 -0.13 -0.138
C -2.524 0.203 3.175 -0.08 0.03 0.08 0.008
C -2.773 0.080 4.530 0.01 0.01 -0.08 -0.100
C -0.982 0.113 1.249 0.16 -0.04 -0.11 -0.528
O -1.863 0.523 0.426 0.19 0.14 0.14 -0.070
O 0.156 -0.176 0.731 -0.43 0.01 0.04 -0.141
H 0.359 -0.710 5.589 -0.01 0.00 -0.01 0.108
H 0.795 -0.501 3.147 -0.01 0.01 0.01 0.125
H -3.322 0.459 2.491 0.01 -0.01 -0.01 0.128
H -3.766 0.234 4.926 0.01 0.00 0.01 0.109


# 2
84
Properties=species:S:1:pos:R:3:forces:R:3:lowdin_charge:R:1 method="wB97M-V/def2-TZVPD" total_charge=0 s_squared=3.751 energy_ev=-90128.2716 spin_multiplicity=4 orbital_gap_ev="6.92 / 8.59" e_homo_ev="-7.794 / -10.084"
Ti 1.325 0.778 3.412 -0.13 0.32 0.36 0.886
B -0.450 0.997 1.405 -1.86 -0.10 -1.57 -1.455
F -1.407 1.632 2.169 -0.76 0.73 -0.38 0.154
F -0.687 0.831 0.041 -0.45 0.07 0.78 0.149
F 0.733 1.681 1.538 2.20 1.37 0.07 0.051
F -0.259 -0.207 2.043 0.89 -1.98 1.02 0.092
C 1.907 1.415 -2.104 -0.51 0.04 0.42 -0.021
O 1.577 1.703 -3.476 -1.17 0.31 0.05 0.008
C 2.382 2.448 -4.227 3.86 0.23 0.66 -0.577
O 3.597 2.502 -3.994 -1.97 0.37 -0.69 0.083
O 1.753 3.089 -5.204 -1.87 -0.86 0.17 0.004
C 2.345 3.862 -6.238 1.72 0.10 0.13 -0.035
H 0.972 1.184 -1.593 -0.25 -0.23 -0.54 0.069
H 2.256 2.272 -1.528 0.56 0.27 -0.57 0.095
H 2.551 0.551 -1.939 0.26 0.18 -0.62 0.088
H 1.708 4.041 -7.104 -0.75 -0.29 0.69 0.095
H 3.219 3.370 -6.665 0.17 -0.19 0.34 0.094
H 2.676 4.812 -5.819 -0.06 0.04 -0.06 0.096
C -2.093 -0.382 -2.979 -1.08 -0.30 0.47 -0.048
O -1.118 -1.399 -3.233 0.44 0.00 -0.43 0.022
C -0.867 -2.406 -2.394 2.87 -1.22 -0.18 -0.524
O 0.073 -3.203 -2.558 -3.23 2.16 0.42 0.108
O -1.686 -2.355 -1.332 -0.80 1.25 -0.97 -0.027
C -1.509 -3.160 -0.234 1.03 -1.82 1.00 -0.075
H -2.281 0.226 -3.864 0.50 -0.36 -0.13 0.090
H -1.857 0.297 -2.160 0.56 -0.20 0.04 0.068
H -3.036 -0.855 -2.704 -0.01 -0.03 -0.17 0.071
H -2.427 -3.703 -0.008 -0.18 0.27 0.04 0.094
H -1.150 -2.611 0.636 -0.30 0.41 -0.02 0.090
H -0.739 -3.915 -0.395 0.03 0.00 -0.30 0.086
C -1.994 -6.113 2.189 -0.35 0.32 -1.14 -0.041
O -1.347 -5.276 3.140 1.91 0.76 -0.32 -0.003
C -0.198 -4.652 2.736 1.46 -0.88 -1.19 -0.506
O 0.387 -4.733 1.642 -2.11 0.21 2.76 0.093
O 0.305 -3.992 3.813 0.14 0.04 -0.50 0.005
C 1.372 -3.063 3.527 -0.19 0.86 -0.02 -0.048
H -3.021 -6.184 2.548 0.17 -0.19 -0.20 0.102
H -1.553 -7.087 1.976 0.30 -0.10 0.93 0.101
H -1.941 -5.654 1.201 -0.36 0.33 0.06 0.073
H 2.224 -3.422 2.951 -0.49 -0.49 -0.23 0.092
H 1.797 -2.611 4.423 -0.37 -0.85 0.64 0.085
H 0.918 -2.188 3.060 -0.03 -0.15 -0.68 0.051
C 4.271 -5.007 0.124 -0.36 -1.43 -0.81 -0.061
O 3.615 -3.768 0.103 -0.49 2.07 0.97 -0.044
C 2.856 -3.318 -0.949 1.28 -4.46 -1.95 -0.559
O 2.705 -4.003 -1.956 0.36 1.64 1.97 0.117
O 2.346 -2.143 -0.794 -1.28 0.84 -1.41 0.033
C 2.458 -1.319 0.313 0.32 -0.06 1.10 -0.042
H 3.658 -5.790 0.571 -0.51 0.16 0.00 0.090
H 5.167 -5.017 0.746 0.08 0.82 -0.25 0.091
H 4.469 -5.345 -0.893 0.27 0.14 0.01 0.095
H 2.591 -1.974 1.174 0.46 0.53 0.30 0.081
H 1.543 -0.748 0.469 -0.17 -0.22 -0.44 0.076
H 3.261 -0.608 0.117 0.27 -0.08 0.49 0.104
C -1.538 3.573 -1.302 0.33 0.54 -0.74 -0.065
C -1.727 3.283 -2.751 -0.11 -0.63 0.04 -0.254
N -1.904 3.044 -3.868 0.25 0.35 1.10 0.156
H -2.477 3.522 -0.750 -0.01 0.00 -0.20 0.082
H -1.127 4.582 -1.266 -0.30 0.26 0.15 0.077
H -0.787 2.971 -0.791 -0.20 -0.48 -0.52 0.043
C -0.667 4.496 2.102 -0.36 1.06 -0.04 -0.039
C 0.159 4.008 3.168 1.43 -0.76 1.42 -0.254
N 0.880 3.637 4.000 -0.88 -0.13 -1.11 0.154
H -0.543 5.578 2.066 0.20 0.12 -0.11 0.102
H -1.720 4.369 2.356 0.08 -0.49 -0.36 0.087
H -0.345 4.087 1.145 -0.35 -0.16 0.18 0.073
C 3.815 3.117 1.736 0.76 0.21 1.56 -0.051
C 4.300 3.159 3.156 -2.86 -0.74 -6.68 -0.313
N 4.656 3.250 4.197 2.06 0.38 5.98 0.141
H 3.331 2.174 1.479 0.23 -0.02 0.08 0.042
H 4.750 3.263 1.196 -0.48 0.09 -0.69 0.086
H 3.089 3.924 1.637 0.26 0.05 -0.34 0.076
C -4.311 -0.175 -0.217 -0.06 -0.62 0.84 -0.063
C -4.602 0.722 -1.307 0.19 0.18 0.10 -0.291
N -4.779 1.416 -2.200 -0.12 0.28 -0.22 0.169
H -3.481 0.147 0.413 0.25 0.19 -0.40 0.066
H -4.067 -1.163 -0.606 0.01 0.02 0.01 0.078
H -5.152 -0.262 0.471 -0.26 -0.02 -0.25 0.084
C -4.426 2.306 2.598 0.39 -0.54 -0.45 -0.069
C -5.745 2.380 1.985 -2.15 0.38 -0.45 -0.275
N -6.795 2.380 1.478 1.97 -0.01 0.90 0.137
H -3.892 1.636 1.924 0.43 0.06 0.26 0.042
H -4.419 1.851 3.588 -0.30 0.06 -0.07 0.093
H -3.870 3.243 2.641 -0.38 0.07 -0.12 0.070


# 3
10
Properties=species:S:1:pos:R:3:forces:R:3:lowdin_charge:R:1 method="wB97M-V/def2-TZVPD" total_charge=0 energy_ev=-7188.0089 spin_multiplicity=1 orbital_gap_ev="7.74 / 7.87" e_homo_ev="-7.442 / -7.517"
C 1.031 -0.954 0.588 -0.09 0.12 1.36 -0.080
C -0.175 -0.037 0.753 0.82 -1.14 1.83 -0.115
N -2.348 1.305 0.433 -0.63 0.35 -0.30 0.047
N -2.239 1.484 -0.640 -0.71 0.49 0.44 0.041
C -0.087 0.209 -0.605 1.21 -0.16 -2.02 -0.146
C 1.273 -0.436 -0.605 -0.30 0.11 -1.24 -0.084
H 1.468 -1.751 1.148 0.37 -0.07 0.56 0.087
H -0.274 0.554 1.657 -0.91 -0.12 -0.32 0.087
H -0.745 0.064 -1.454 -0.11 0.76 0.30 0.077
H 2.097 -0.437 -1.275 0.35 -0.34 -0.61 0.086


# 4
11
Properties=species:S:1:pos:R:3:forces:R:3:lowdin_charge:R:1 method="wB97M-V/def2-TZVPD" total_charge=0 energy_ev=-23363.0287 spin_multiplicity=1 orbital_gap_ev=7.10 e_homo_ev=-8.556
C 0.252 0.771 1.087 -1.02 -1.14 -1.11 -0.026
C -0.071 -0.387 0.074 -1.80 3.51 1.50 -0.690
N -1.407 -0.021 -0.642 -0.87 0.33 1.37 -0.152
N 0.904 -0.612 -0.865 1.45 0.04 -2.59 -0.880
O -2.032 0.864 -0.123 0.69 -1.16 -0.71 -0.005
I 1.434 -2.607 -1.130 -0.09 0.17 0.17 0.728
I 0.200 0.126 -2.768 0.88 0.10 -0.27 0.764
H -0.637 1.114 1.655 0.65 -0.60 -0.27 0.087
H 1.072 0.445 1.687 0.51 0.13 0.47 0.072
H 0.501 1.523 0.394 0.81 1.59 -0.28 0.052
H -0.216 -1.216 0.629 -1.20 -2.97 1.72 0.050